i:
{"formula": "C31H41F6N8OY", "method": "ωB97M-V/def2-TZVPD", "symbols": ["Y", "C", "C", "N", "C", "C", "C", "C", "C", "C", "C", "N", "C", "C", "N", "N", "H", "H", "H", "H", "H", "H", "H", "H", "H", "H", "H", "H", "H", "H", "H", "H", "H", "H", "C", "C", "O", "C", "F", "F", "F", "C", "F", "F", "F", "H", "H", "H", "N", "C", "C", "N", "C", "C", "N", "H", "H", "H", "H", "H", "C", "C", "C", "C", "C", "C", "C", "C", "N", "H", "H", "H", "H", "H", "H", "C", "C", "C", "C", "H", "H", "H", "H", "H", "H", "H", "H", "H"], "positions_angstrom": [[-0.3336, 0.4364, -0.4215], [1.2332, 3.1102, -2.2097], [1.4194, 3.4274, -0.7323], [1.5574, 2.2235, 0.0994], [2.8985, 1.6326, 0.0901], [3.1113, 0.7883, -1.1265], [4.3334, 0.7244, -1.7740], [4.4733, -0.1520, -2.8364], [3.3845, -0.9122, -3.2231], [2.1947, -0.7685, -2.5267], [0.9709, -1.5622, -2.8629], [-0.2361, -0.7637, -2.6538], [-0.5657, 0.1676, -3.7439], [0.2803, 1.4271, -3.7260], [0.1893, 2.1056, -2.4250], [2.0562, 0.0619, -1.4951], [2.1627, 2.7085, -2.6175], [1.0293, 4.0409, -2.7523], [0.5647, 3.9932, -0.3613], [2.2985, 4.0763, -0.6253], [1.3424, 2.4722, 1.0577], [2.9796, 0.9686, 0.9577], [3.6829, 2.3946, 0.1722], [5.1585, 1.3336, -1.4320], [5.4194, -0.2426, -3.3529], [3.4475, -1.6069, -4.0488], [0.9314, -2.4128, -2.1746], [1.0334, -1.9578, -3.8836], [-1.0251, -1.3935, -2.5391], [-1.6074, 0.4398, -3.6274], [-0.4574, -0.3223, -4.7200], [-0.0325, 2.0790, -4.5500], [1.3313, 1.1866, -3.8961], [-0.7253, 2.5534, -2.3736], [-4.5410, -0.4512, -0.2908], [-3.7029, 0.3558, -1.2860], [-2.3646, 0.1873, -1.0840], [-4.0680, 1.8530, -1.1605], [-3.1178, 2.6526, -1.6964], [-5.2253, 2.1668, -1.7550], [-4.1770, 2.2088, 0.1298], [-4.0827, -0.1154, -2.7147], [-3.4549, -1.2689, -3.0000], [-5.3926, -0.3304, -2.8714], [-3.7189, 0.7722, -3.6656], [-4.2013, -0.2203, 0.7151], [-4.3768, -1.5117, -0.4764], [-5.6061, -0.2384, -0.3670], [-2.2430, 1.7016, 4.6155], [-2.0636, 2.2949, 3.4118], [-1.2424, 1.6941, 2.4294], [-1.0556, 2.2654, 1.2524], [-1.6599, 3.4438, 1.0187], [-2.4361, 4.0276, 1.9968], [-2.6498, 3.4637, 3.1820], [-2.0027, 0.7329, 4.7381], [-2.9538, 2.0845, 5.2153], [-0.7442, 0.7501, 2.6148], [-1.5427, 3.9014, 0.0479], [-2.9234, 4.9771, 1.8117], [3.6425, -2.1837, 0.3361], [3.2136, -2.5287, 1.5898], [2.4855, -3.7395, 1.8821], [2.0145, -4.0259, 3.1306], [2.2028, -3.1495, 4.2196], [2.9040, -1.9521, 3.9671], [3.3803, -1.6508, 2.7245], [1.6918, -3.4419, 5.5085], [1.2626, -3.6729, 6.5571], [4.1548, -1.2395, 0.1980], [3.4859, -2.8172, -0.5281], [2.2981, -4.4365, 1.0720], [1.4716, -4.9511, 3.2936], [3.0596, -1.2523, 4.7816], [3.9071, -0.7115, 2.5743], [-1.4437, -2.9724, 0.3213], [-0.8435, -2.2844, 1.5447], [-1.9392, -1.6800, 2.4142], [0.2088, -1.2468, 1.1296], [-2.1776, -3.7353, 0.5954], [-0.6569, -3.4703, -0.2531], [-1.9550, -2.2560, -0.3346], [-0.3642, -3.0721, 2.1406], [-2.4444, -0.8529, 1.9002], [-1.5172, -1.2966, 3.3485], [-2.7065, -2.4114, 2.6801], [1.0551, -1.7819, 0.6741], [0.6563, -0.8412, 2.0550]], "lowdin_charge": [1.506, -0.188, -0.182, -0.118, -0.127, -0.293, -0.015, -0.028, -0.006, -0.278, -0.125, -0.118, -0.174, -0.180, -0.104, 0.116, 0.112, 0.129, 0.094, 0.126, 0.105, 0.128, 0.129, 0.121, 0.117, 0.120, 0.135, 0.129, 0.102, 0.089, 0.133, 0.131, 0.111, 0.110, 0.027, -0.448, -0.288, -0.547, 0.122, 0.171, 0.147, -0.555, 0.152, 0.163, 0.136, 0.081, 0.101, 0.101, 0.162, -0.352, -0.064, -0.013, -0.152, -0.110, 0.141, 0.101, 0.110, 0.085, 0.095, 0.115, -0.070, -0.389, -0.092, -0.090, -0.294, -0.088, -0.101, -0.260, 0.087, 0.013, 0.026, 0.098, 0.109, 0.103, 0.084, -0.090, -0.513, -0.095, -0.281, 0.078, 0.072, 0.043, 0.111, 0.046, 0.066, 0.082, 0.016, 0.040], "orbital_gap_ha": 0.1492, "e_homo_ev": -4.628}



ii:
{"formula": "C31H41F6N8OY", "method": "ωB97M-V/def2-TZVPD", "symbols": ["Y", "C", "C", "N", "C", "C", "C", "C", "C", "C", "C", "N", "C", "C", "N", "N", "H", "H", "H", "H", "H", "H", "H", "H", "H", "H", "H", "H", "H", "H", "H", "H", "H", "H", "C", "C", "O", "C", "F", "F", "F", "C", "F", "F", "F", "H", "H", "H", "N", "C", "C", "N", "C", "C", "N", "H", "H", "H", "H", "H", "C", "C", "C", "C", "C", "C", "C", "C", "N", "H", "H", "H", "H", "H", "H", "C", "C", "C", "C", "H", "H", "H", "H", "H", "H", "H", "H", "H"], "positions_angstrom": [[-0.5843, -0.6525, 0.0056], [-0.3802, 1.8040, 2.6808], [0.9108, 1.8674, 1.8863], [0.7598, 1.4305, 0.4894], [0.2165, 2.4531, -0.4195], [-1.2694, 2.6155, -0.2320], [-1.8910, 3.8509, -0.2951], [-3.2530, 3.9186, -0.0518], [-3.9395, 2.7548, 0.2496], [-3.2474, 1.5534, 0.2606], [-3.9685, 0.2479, 0.5090], [-3.1054, -0.8045, 1.0485], [-3.0703, -0.8139, 2.5169], [-2.3418, 0.3976, 3.0775], [-1.0007, 0.5008, 2.5355], [-1.9427, 1.4916, 0.0179], [-1.0893, 2.5525, 2.3197], [-0.1561, 2.0638, 3.7241], [1.6347, 1.1905, 2.3438], [1.3296, 2.8777, 1.9474], [1.6996, 1.1994, 0.1609], [0.3982, 2.1175, -1.4455], [0.7149, 3.4181, -0.2895], [-1.3153, 4.7392, -0.5202], [-3.7702, 4.8687, -0.0847], [-5.0001, 2.7717, 0.4670], [-4.3723, -0.0885, -0.4476], [-4.8237, 0.4362, 1.1686], [-3.4497, -1.7013, 0.7282], [-2.5617, -1.7248, 2.8294], [-4.0818, -0.8361, 2.9421], [-2.3652, 0.3408, 4.1731], [-2.8837, 1.3082, 2.8088], [-0.4031, -0.2578, 2.8540], [-0.2234, -3.3905, 3.6037], [0.0344, -3.2155, 2.1017], [0.0380, -1.9235, 1.7077], [-1.0788, -3.9817, 1.2879], [-0.7274, -5.1711, 0.8103], [-2.1976, -4.1588, 2.0180], [-1.4787, -3.2298, 0.2155], [1.4159, -3.8566, 1.8107], [1.7106, -3.8552, 0.5139], [2.3751, -3.1494, 2.4393], [1.5123, -5.1197, 2.2546], [-1.1570, -2.9015, 3.8710], [0.5921, -2.9072, 4.1397], [-0.2744, -4.4396, 3.8927], [7.3371, 1.4678, 0.6611], [6.1212, 0.8839, 0.9203], [4.9176, 1.4565, 0.4772], [3.7559, 0.8650, 0.6816], [3.7626, -0.3074, 1.3250], [4.9469, -0.8627, 1.7655], [6.1243, -0.2707, 1.5737], [7.3589, 2.4527, 0.4650], [8.1084, 1.1085, 1.1983], [4.9122, 2.4034, -0.0533], [2.8089, -0.8068, 1.4490], [4.9591, -1.8104, 2.2908], [-1.9484, -0.7819, -2.1516], [-1.9894, 0.4866, -2.8600], [-3.1626, 1.2762, -2.8478], [-3.2122, 2.5563, -3.3495], [-2.0796, 3.1309, -3.9338], [-0.9266, 2.3456, -4.0385], [-0.8875, 1.0634, -3.5281], [-2.0993, 4.4780, -4.4127], [-2.1269, 5.5671, -4.7870], [-1.4435, -1.5840, -2.6960], [-2.9689, -1.1093, -1.9102], [-4.0667, 0.8524, -2.4214], [-4.1301, 3.1293, -3.2959], [-0.0515, 2.7584, -4.5258], [0.0273, 0.4968, -3.6315], [1.1521, -3.4012, -2.3666], [1.4471, -1.9255, -2.6296], [2.7867, -1.8016, -3.3628], [1.3856, -1.0466, -1.3665], [1.0774, -3.9473, -3.3113], [0.2127, -3.5281, -1.8229], [1.9512, -3.8619, -1.7836], [0.6746, -1.5855, -3.3216], [3.6018, -2.1376, -2.7136], [2.9856, -0.7622, -3.6359], [2.8077, -2.4070, -4.2756], [2.2017, -1.3889, -0.7057], [1.7299, -0.0432, -1.6941]], "lowdin_charge": [1.476, -0.201, -0.181, -0.119, -0.124, -0.257, -0.004, -0.034, -0.013, -0.277, -0.143, -0.090, -0.186, -0.194, -0.096, 0.090, 0.110, 0.126, 0.106, 0.125, 0.060, 0.113, 0.129, 0.123, 0.116, 0.120, 0.112, 0.127, 0.112, 0.090, 0.123, 0.126, 0.113, 0.099, 0.020, -0.457, -0.283, -0.507, 0.180, 0.136, 0.074, -0.568, 0.159, 0.138, 0.153, 0.075, 0.099, 0.101, 0.121, -0.381, -0.074, 0.065, -0.145, -0.107, 0.121, 0.090, 0.095, 0.112, 0.082, 0.107, -0.193, -0.324, -0.070, -0.049, -0.264, -0.045, -0.057, -0.212, 0.129, 0.037, 0.029, 0.100, 0.117, 0.117, 0.098, -0.099, -0.548, -0.102, -0.278, 0.076, 0.054, 0.066, 0.085, 0.075, 0.066, 0.069, 0.016, 0.018], "orbital_gap_ha": 0.2615, "e_homo_ev": -6.955}



Ranked by calculated energy, most stable first: ii, i.



i:
{"formula": "C4H12OP2", "method": "ωB97M-V/def2-TZVPD", "symbols": ["C", "C", "O", "C", "C", "P", "P", "H", "H", "H", "H", "H", "H", "H", "H", "H", "H", "H", "H"], "positions_angstrom": [[-1.2676, -0.1287, -1.6388], [-0.3789, -1.3584, -1.2872], [-0.5122, -1.6621, 0.1014], [0.4846, -1.1600, 0.8183], [0.1375, -1.4150, 2.2331], [0.9166, 0.7633, 0.6031], [1.3414, 3.1912, 0.0445], [-1.3702, 0.3958, -0.6446], [-0.6629, 0.6301, -2.2777], [-2.2013, -0.3353, -2.2131], [0.6663, -1.0227, -1.4622], [-0.6346, -2.3458, -1.8339], [0.0207, -2.5842, 2.3062], [-0.8303, -1.1019, 2.5933], [0.9309, -1.2244, 2.9209], [2.2108, 0.4428, 1.0902], [1.5179, 0.6377, -0.5672], [0.5559, 3.2245, -1.2188], [0.2305, 4.0201, 0.5965]], "lowdin_charge": [-0.095, -0.264, -0.154, -0.491, -0.150, 0.651, 0.392, 0.057, 0.092, 0.075, 0.085, 0.147, 0.125, 0.075, 0.055, -0.048, -0.148, -0.203, -0.201], "orbital_gap_ha": [0.2434, 0.2498], "e_homo_ev": [-7.104, -7.069]}



ii:
{"formula": "C4H12OP2", "method": "ωB97M-V/def2-TZVPD", "symbols": ["C", "P", "C", "C", "H", "H", "H", "H", "H", "H", "H", "H", "H", "C", "P", "O", "H", "H", "H"], "positions_angstrom": [[0.5938, 1.1118, -1.2135], [0.8492, -0.4442, -0.1265], [-0.5168, -1.4469, -1.2074], [2.3460, -1.2536, -0.8779], [0.8519, 2.1328, -0.7746], [0.9489, 0.9253, -2.2193], [-0.4505, 0.9632, -1.2944], [0.0073, -1.9116, -2.1022], [-0.7789, -2.1965, -0.4508], [-1.2206, -0.6941, -1.5135], [2.4488, -2.0035, -0.2657], [2.2337, -1.5495, -1.9351], [3.1053, -0.5242, -0.8363], [-1.7909, 2.9060, 2.1511], [-1.8746, 1.0346, 2.4577], [-1.7170, 0.4485, 1.1370], [-0.9162, 3.4697, 2.5778], [-2.5900, 3.4873, 2.5331], [-1.7021, 3.0189, 1.1276]], "lowdin_charge": [-0.315, 0.839, -0.257, -0.330, 0.049, 0.024, -0.047, 0.040, 0.010, -0.006, -0.056, 0.046, 0.011, -0.312, 0.828, -0.554, 0.049, 0.001, -0.020], "orbital_gap_ha": 0.2881, "e_homo_ev": -8.405}



Ranked by calculated energy, most stable first: ii, i.